*P*
Entry from the Open Molecules 2025 dataset: C5H10OS in the gas phase (wB97M-V/def2-TZVPD).

Computed properties:
LUMO   0.8 eV
SMILES   CSCCCC=O

Geometry as ORCA input:
```
! wB97M-V def2-TZVPD RIJCOSX def2/J DEFGRID3
* xyz 0 1
C -1.54 1.87 -0.02
S -1.30 0.87 1.48
C -0.48 -0.70 1.01
C -0.55 -1.13 -0.45
C 0.60 -0.59 -1.30
C 2.00 -0.91 -0.83
O 2.98 -0.44 -1.33
H -1.12 1.48 -0.93
H -2.61 2.01 -0.14
H -1.06 2.83 0.15
H -0.99 -1.40 1.67
H 0.58 -0.66 1.29
H -1.47 -0.80 -0.93
H -0.51 -2.22 -0.42
H 0.52 -0.99 -2.31
H 0.49 0.48 -1.41
H 2.10 -1.65 -0.02
*
```

=====

*Q*
Entry from the Open Molecules 2025 dataset: C5H10OS in the gas phase (wB97M-V/def2-TZVPD).

Computed properties:
LUMO   0.8 eV
SMILES   C=C(C)[C@@H](O)SC

Geometry as ORCA input:
```
! wB97M-V def2-TZVPD RIJCOSX def2/J DEFGRID3
* xyz 0 1
C 2.01 0.81 -0.97
C 1.33 0.21 -0.01
C 1.61 -0.05 1.42
C -0.10 -0.35 -0.41
O -0.16 -1.75 -0.47
S -1.42 0.37 0.72
C -2.85 0.10 -0.38
H 1.46 0.96 -1.91
H 2.89 1.38 -0.67
H 2.61 -0.24 1.65
H 1.47 1.04 1.84
H 0.91 -0.82 1.90
H -0.36 0.21 -1.34
H -0.11 -2.03 0.47
H -2.84 -1.06 -0.45
H -2.67 0.53 -1.33
H -3.78 0.67 -0.07
*
```

=====

*R*
Entry from the Open Molecules 2025 dataset: 2 unconnected molecules or ions with the total composition C5H10OS (wB97M-V/def2-TZVPD).

Computed properties:
LUMO   0.7 eV

Geometry as ORCA input:
```
! wB97M-V def2-TZVPD RIJCOSX def2/J DEFGRID3
* xyz 0 1
C 0.35 0.35 -0.89
C 0.91 0.85 0.13
C 1.62 1.27 1.22
C -0.76 -1.59 -2.11
C -0.94 -0.31 -1.23
O -1.07 0.17 1.71
S -0.68 0.87 2.92
H 1.03 0.52 -1.85
H 2.28 0.54 1.88
H 0.73 1.05 2.52
H 1.67 2.32 1.31
H -1.67 -1.98 -2.71
H -0.03 -1.49 -2.80
H -0.41 -2.39 -1.61
H -1.41 0.47 -1.95
H -1.38 -0.54 -0.26
H -0.24 -0.11 3.70
*
```

=====

Bottom line: *P*, by a margin of 26.1 kcal/mol.

=====

*P*
Entry from the Open Molecules 2025 dataset: 2 unconnected molecules or ions with the total composition C11H12NO2 (wB97M-V/def2-TZVPD).

Computed properties:
LUMO   3.2 eV

Geometry as ORCA input:
```
! wB97M-V def2-TZVPD RIJCOSX def2/J DEFGRID3
* xyz -1 1
C 1.24 -2.22 -4.55
C 1.85 -1.30 -3.41
O 1.09 -1.00 -2.47
O 3.03 -0.94 -3.61
H 0.97 -1.62 -5.43
H 0.26 -2.55 -4.21
H 1.96 -3.00 -4.77
C 2.19 0.50 1.81
C 0.57 0.50 -0.06
C 0.78 0.56 1.29
C -1.47 0.66 0.82
C -0.52 0.64 1.89
C -2.83 0.83 1.15
C -0.94 0.66 3.22
C -3.22 0.66 2.46
C -2.29 0.69 3.52
N -0.79 0.55 -0.34
H 1.22 0.45 -0.93
H -1.16 0.26 -1.22
H 2.36 1.11 2.71
H 2.85 0.92 1.05
H -3.56 1.17 0.42
H -0.14 0.57 3.95
H -4.27 0.69 2.74
H -2.54 0.55 4.57
H 2.45 -0.52 2.10
*
```

=====

*Q*
Entry from the Open Molecules 2025 dataset: 2 unconnected molecules or ions with the total composition C11H12NO2 (wB97M-V/def2-TZVPD).

Computed properties:
LUMO   3.2 eV

Geometry as ORCA input:
```
! wB97M-V def2-TZVPD RIJCOSX def2/J DEFGRID3
* xyz -1 1
C 1.82 0.27 3.09
C 1.31 0.24 0.50
C -0.65 -0.81 0.48
C 1.07 -0.09 1.85
C -0.15 -0.80 1.82
C -1.91 -1.35 0.17
C -2.63 -2.06 1.11
C -0.96 -1.46 2.78
C -2.13 -2.10 2.42
N 0.27 -0.12 -0.27
H 0.23 0.12 -1.26
H 2.26 0.69 0.28
H -2.17 -1.53 -0.89
H 2.90 0.14 2.98
H 1.63 -0.55 3.82
H -3.53 -2.46 0.71
H -0.54 -1.53 3.79
H -2.65 -2.55 3.26
H 1.54 1.24 3.50
C 0.78 2.91 -2.45
C 0.77 1.58 -3.29
O 1.49 0.63 -2.91
O 0.04 1.68 -4.29
H -0.12 3.02 -1.84
H 0.69 3.67 -3.21
H 1.66 3.16 -1.88
*
```

=====

Bottom line: *P*, by a margin of 1.6 kcal/mol.

=====

*P*
Entry from the Open Molecules 2025 dataset: C2H4FP in the gas phase (wB97M-V/def2-TZVPD).

Computed properties:
LUMO   -0.2 eV
SMILES   C[PH]#CF

Geometry as ORCA input:
```
! wB97M-V def2-TZVPD RIJCOSX def2/J DEFGRID3
* xyz 0 1
C 0.00 -0.56 -0.04
P -1.17 1.01 0.46
C -2.68 1.92 1.01
F -2.32 3.15 1.08
H -0.09 -1.33 0.69
H 0.98 -0.22 -0.04
H -0.06 -0.66 -1.15
H -0.33 2.02 -0.28
*
```

=====

*Q*
Entry from the Open Molecules 2025 dataset: C2H4FP in the gas phase (wB97M-V/def2-TZVPD).

Computed properties:
LUMO (spin up / spin down)   -1.2 / -0.2 eV

Geometry as ORCA input:
```
! wB97M-V def2-TZVPD RIJCOSX def2/J DEFGRID3
* xyz 0 1
C 0.00 -0.66 0.12
C 1.22 0.01 0.41
F 1.69 1.16 -0.15
P -1.56 0.76 -0.02
H -0.29 -1.28 -0.79
H -0.29 -1.22 1.00
H 1.55 -0.01 1.41
H -1.00 1.49 1.11
*
```

=====

Bottom line: *Q*, by a margin of 32.8 kcal/mol.

=====

*P*
Entry from the Open Molecules 2025 dataset: C4H5P in the gas phase (wB97M-V/def2-TZVPD).

Computed properties:
LUMO   -0.2 eV

Geometry as ORCA input:
```
! wB97M-V def2-TZVPD RIJCOSX def2/J DEFGRID3
* xyz 0 1
C 1.03 0.36 0.38
C 0.48 0.61 -0.79
C 0.37 -0.43 1.30
C -1.38 -0.37 -0.72
P -1.04 -1.28 0.77
H 1.88 0.98 0.80
H 0.76 1.13 -1.69
H 1.00 -0.80 2.04
H -1.88 0.53 -0.39
H -1.23 -0.73 -1.70
*
```

=====

*Q*
Entry from the Open Molecules 2025 dataset: C4H5P in the gas phase (wB97M-V/def2-TZVPD).

Computed properties:
LUMO (spin up / spin down)   -1.0 / -1.5 eV
SMILES   C#P=CC=C

Geometry as ORCA input:
```
! wB97M-V def2-TZVPD RIJCOSX def2/J DEFGRID3
* xyz 0 1
C 2.09 1.13 -0.33
P 2.12 -0.45 0.18
C 0.62 -1.32 -0.05
C -0.73 -0.72 -0.20
C -1.10 0.54 0.10
H 2.85 1.84 -0.06
H 0.81 -2.44 0.14
H -1.43 -1.49 -0.60
H -2.01 0.86 -0.39
H -0.52 1.26 0.60
*
```

=====

Bottom line: *P*, by a margin of 28.0 kcal/mol.

=====

*P*
Entry from the Open Molecules 2025 dataset: a gas-phase ion, C4H13N2 (charge +1) (wB97M-V/def2-TZVPD).

Computed properties:
LUMO   -2.9 eV
SMILES   CNCC[NH2+]C

Geometry as ORCA input:
```
! wB97M-V def2-TZVPD RIJCOSX def2/J DEFGRID3
* xyz 1 1
C -0.76 2.06 -0.59
N -0.57 0.66 -0.99
C -1.22 -0.27 -0.09
C -0.29 -0.51 1.10
N 1.11 -0.35 0.58
C 1.68 -1.60 -0.01
H -1.81 2.38 -0.74
H -0.10 2.70 -1.16
H -0.56 2.20 0.48
H -0.85 0.55 -1.95
H -1.39 -1.23 -0.58
H -2.21 0.05 0.23
H -0.38 -1.51 1.55
H -0.39 0.13 1.97
H 0.85 0.29 -0.26
H 1.72 -0.07 1.35
H 1.17 -1.81 -0.95
H 1.54 -2.44 0.65
H 2.73 -1.43 -0.21
*
```

=====

*Q*
Entry from the Open Molecules 2025 dataset: a gas-phase ion, C4H13N2 (charge +1) (wB97M-V/def2-TZVPD).

Computed properties:
LUMO   -2.8 eV
SMILES   C[NH+](C)CCN

Geometry as ORCA input:
```
! wB97M-V def2-TZVPD RIJCOSX def2/J DEFGRID3
* xyz 1 1
C 1.64 -0.31 1.15
N 0.28 0.15 0.64
C -0.29 1.17 1.54
C 0.35 0.60 -0.81
C -0.65 -0.23 -1.68
N -1.30 -1.32 -0.95
H 1.85 -1.24 0.63
H 2.32 0.48 0.89
H 1.53 -0.51 2.20
H -0.33 -0.69 0.55
H 0.41 2.01 1.61
H -1.25 1.54 1.18
H -0.40 0.75 2.54
H 1.36 0.39 -1.14
H 0.19 1.67 -0.80
H -0.05 -0.64 -2.49
H -1.41 0.44 -2.10
H -2.26 -1.19 -0.70
H -1.13 -2.20 -1.41
*
```

=====

*R*
Entry from the Open Molecules 2025 dataset: a gas-phase ion, C4H13N2 (charge +1) (wB97M-V/def2-TZVPD).

Computed properties:
LUMO   -3.1 eV
SMILES   C[NH2+][C@@H](C)CN

Geometry as ORCA input:
```
! wB97M-V def2-TZVPD RIJCOSX def2/J DEFGRID3
* xyz 1 1
C 1.74 -0.47 -1.72
N 0.82 -0.58 -0.54
C -0.27 0.44 -0.19
C -1.68 -0.25 -0.39
C 0.00 0.88 1.24
N -0.79 0.15 2.24
H 2.55 -1.18 -1.55
H 2.09 0.56 -1.90
H 1.31 -0.68 -2.68
H 0.45 -1.53 -0.42
H 1.52 -0.59 0.21
H -0.24 1.16 -1.05
H -2.45 -0.18 0.37
H -1.40 -1.32 -0.53
H -2.22 0.05 -1.28
H 1.07 0.88 1.54
H -0.16 1.97 1.39
H -1.77 0.24 2.06
H -0.59 0.45 3.18
*
```

=====

Bottom line: *Q*, by a margin of 3.9 kcal/mol.

=====

*P*
Entry from the Open Molecules 2025 dataset: a gas-phase ion, C4H13N2 (charge +1) (wB97M-V/def2-TZVPD).

Computed properties:
LUMO   -3.3 eV
SMILES   CNCC[NH2+]C

Geometry as ORCA input:
```
! wB97M-V def2-TZVPD RIJCOSX def2/J DEFGRID3
* xyz 1 1
C -0.34 2.30 -1.55
N 0.57 1.45 -0.77
C 0.66 0.89 0.52
C 0.90 -0.79 0.36
N -0.30 -1.44 -0.09
C -1.00 -2.13 1.06
H -0.70 1.70 -2.31
H -1.20 2.54 -0.83
H 0.19 3.21 -1.67
H 1.53 1.67 -0.77
H 1.44 1.24 1.19
H -0.17 0.85 1.23
H 1.70 -0.56 -0.45
H 1.52 -1.11 1.26
H -0.21 -2.11 -0.89
H -0.92 -0.60 -0.30
H -0.50 -3.10 1.33
H -1.25 -1.50 1.87
H -1.91 -2.49 0.80
*
```

=====

*Q*
Entry from the Open Molecules 2025 dataset: a molecular structure, C4H13N2 (wB97M-V/def2-TZVPD).

Computed properties:
LUMO   -9.0 eV

Geometry as ORCA input:
```
! wB97M-V def2-TZVPD RIJCOSX def2/J DEFGRID3
* xyz 1 1
C -4.25 0.40 1.00
N 2.02 1.09 0.50
C 3.40 0.84 0.30
C -3.15 -0.07 0.39
N 0.45 -0.49 -0.58
C 0.71 -1.67 -1.36
H -5.22 -0.11 1.00
H -4.06 1.33 1.52
H 1.81 1.47 1.42
H 3.96 0.33 1.09
H 3.53 0.20 -0.58
H 4.01 1.74 0.09
H -3.19 -0.73 -0.45
H -2.13 0.35 0.53
H 1.21 0.17 0.04
H 0.26 0.14 -1.38
H 1.74 -1.89 -1.67
H 0.31 -2.58 -0.91
H 0.16 -1.57 -2.31
*
```

=====

*R*
Entry from the Open Molecules 2025 dataset: a gas-phase ion, C4H13N2 (charge +1) (wB97M-V/def2-TZVPD).

Computed properties:
LUMO   -3.6 eV
SMILES   CNC[C@@H](C)[NH3+]

Geometry as ORCA input:
```
! wB97M-V def2-TZVPD RIJCOSX def2/J DEFGRID3
* xyz 1 1
C -2.47 0.75 -0.19
N -1.31 0.31 -0.94
C -0.04 0.72 -0.46
C 0.59 -0.40 0.42
C 0.92 -1.68 -0.30
N 1.86 0.18 1.04
H -2.56 0.21 0.74
H -2.43 1.83 0.03
H -3.36 0.61 -0.79
H -1.40 0.44 -1.94
H -0.07 1.61 0.20
H 0.69 0.91 -1.26
H -0.06 -0.56 1.28
H 1.71 -1.50 -1.04
H 0.07 -2.10 -0.82
H 1.38 -2.38 0.37
H 1.62 0.63 1.92
H 2.58 -0.51 1.29
H 2.28 0.93 0.48
*
```

=====

Bottom line: *R*, by a margin of 61.3 kcal/mol.